{
  "formula": "C5H7NO",
  "method": "ωB97M-V with the def2-TZVPD basis set",
  "symbols": ["C", "C", "C", "O", "H", "H", "H", "H", "C", "C", "N", "H", "H", "H"],
  "xyz": [[0.94, -0.26, -1.75], [1.61, 0.58, -0.69], [0.95, 1.33, 0.16], [0.38, 2.01, 0.93], [1.09, -1.33, -1.56], [1.33, -0.03, -2.74], [-0.14, -0.08, -1.75], [2.69, 0.60, -0.60], [-2.08, -0.85, 0.07], [-1.65, -0.53, 1.16], [-1.21, -0.16, 2.39], [-2.50, -1.13, -0.86], [-0.70, 0.72, 2.37], [-0.71, -0.88, 2.88]],
  "lowdin_charge": [-0.109, -0.145, -0.204, 0.134, 0.074, 0.071, 0.053, 0.108, 0.071, -0.288, 0.058, 0.020, 0.065, 0.094],
  "lumo_ha": 0.028,
  "smiles": "CC=C=O.C#CN",
  "homo_lumo_gap_ha": 0.3502,
  "e_homo_ev": -8.78
}


{
  "formula": "C5H7NO",
  "method": "ωB97M-V with the def2-TZVPD basis set",
  "symbols": ["H", "N", "C", "O", "C", "C", "C", "C", "H", "H", "H", "H", "H", "H"],
  "xyz": [[-2.79, -0.48, -1.54], [-1.94, 0.01, -1.80], [-1.07, 0.00, -0.89], [-1.12, -1.00, 0.37], [-0.07, -0.80, 1.34], [0.64, 0.42, 0.77], [1.40, 0.18, -0.46], [0.09, 0.87, -0.65], [0.63, -1.68, 1.43], [-0.37, -0.65, 2.41], [0.83, 1.26, 1.43], [1.42, -0.84, -0.82], [2.28, 0.78, -0.62], [0.09, 1.93, -0.98]],
  "lowdin_charge": [0.070, 0.160, -0.272, -0.110, -0.180, -0.198, -0.094, -0.140, 0.127, 0.121, 0.130, 0.126, 0.108, 0.153],
  "lumo_ha": 0.038,
  "smiles": "[H]/N=C1\\OC[C@H]2C[C@@H]12",
  "homo_lumo_gap_ha": 0.4019,
  "e_homo_ev": -9.90
}


{
  "formula": "C5H7NO",
  "method": "ωB97M-V with the def2-TZVPD basis set",
  "symbols": ["C", "C", "C", "N", "C", "O", "C", "H", "H", "H", "H", "H", "H", "H"],
  "xyz": [[1.81, -0.22, 0.86], [0.45, 0.02, 0.30], [-0.68, 0.26, 0.98], [-1.80, 0.33, 0.14], [-1.45, 0.01, -1.16], [-2.22, -0.18, -2.08], [0.08, -0.05, -1.16], [2.17, -1.22, 0.59], [1.78, -0.17, 1.96], [2.56, 0.50, 0.51], [-0.80, 0.39, 2.05], [-2.76, 0.39, 0.44], [0.44, 0.83, -1.72], [0.43, -0.93, -1.70]],
  "lowdin_charge": [-0.062, -0.291, -0.067, 0.089, -0.463, 0.060, -0.041, 0.080, 0.076, 0.078, 0.123, 0.149, 0.138, 0.131],
  "lumo_ha": 0.031,
  "smiles": "CC1=CNC(=O)C1",
  "homo_lumo_gap_ha": 0.3398,
  "e_homo_ev": -8.40
}


{
  "formula": "C5H7NO",
  "method": "ωB97M-V with the def2-TZVPD basis set",
  "symbols": ["C", "N", "C", "O", "C", "C", "C", "H", "H", "H", "H", "H", "H", "H"],
  "xyz": [[2.37, -0.03, 0.25], [1.21, 0.83, 0.26], [0.10, 0.31, 0.59], [-0.18, -1.06, 0.53], [-0.94, -0.56, -0.59], [-2.28, -0.24, -0.08], [-1.22, 0.81, 0.15], [2.92, 0.07, -0.69], [3.03, 0.33, 1.05], [2.16, -1.09, 0.40], [-0.24, -0.35, -1.42], [-2.65, -0.86, 0.73], [-3.03, 0.08, -0.80], [-1.25, 1.76, -0.38]],
  "lowdin_charge": [-0.133, 0.028, -0.419, 0.012, -0.185, -0.023, -0.047, 0.073, 0.070, 0.075, 0.176, 0.119, 0.117, 0.137],
  "lumo_ha": 0.037,
  "homo_lumo_gap_ha": 0.3599,
  "e_homo_ev": -8.78
}


{
  "formula": "C5H7NO",
  "method": "ωB97M-V with the def2-TZVPD basis set",
  "symbols": ["C", "N", "C", "C", "C", "C", "O", "H", "H", "H", "H", "H", "H", "H"],
  "xyz": [[-2.07, 0.58, -0.04], [-2.07, -0.71, -0.01], [-0.67, -1.17, 0.00], [0.11, 0.18, -0.09], [1.46, 0.36, -0.78], [1.38, 0.32, 0.73], [-0.88, 1.21, -0.05], [-2.99, 1.23, 0.07], [-0.55, -1.73, -0.98], [-0.30, -1.72, 0.86], [1.83, 1.25, -1.16], [1.88, -0.41, -1.31], [1.52, -0.56, 1.34], [1.37, 1.18, 1.41]],
  "lowdin_charge": [-0.220, 0.049, -0.120, -0.391, -0.023, -0.066, 0.015, 0.151, 0.133, 0.106, 0.083, 0.076, 0.091, 0.115],
  "lumo_ha": 0.039,
  "smiles": "C1=NCC2(CC2)O1",
  "homo_lumo_gap_ha": 0.3737,
  "e_homo_ev": -9.09
}


{
  "formula": "C5H7NO",
  "method": "ωB97M-V with the def2-TZVPD basis set",
  "symbols": ["N", "C", "C", "C", "C", "C", "O", "H", "H", "H", "H", "H", "H", "H"],
  "xyz": [[-1.75, 0.54, 2.17], [-0.60, 0.37, 1.79], [0.67, 0.31, 1.43], [1.09, 0.64, 0.01], [0.44, -0.49, -0.77], [-0.41, -0.43, -1.95], [-0.99, -0.39, -0.66], [-2.42, -0.16, 1.85], [1.33, -0.31, 2.03], [0.70, 1.62, -0.32], [2.18, 0.67, -0.07], [0.88, -1.46, -0.51], [-0.49, 0.46, -2.56], [-0.63, -1.38, -2.44]],
  "lowdin_charge": [0.151, -0.197, -0.114, -0.143, -0.302, -0.111, -0.073, 0.078, 0.106, 0.122, 0.113, 0.144, 0.114, 0.111],
  "lumo_ha": 0.038,
  "smiles": "N=C=CC[C@@H]1CO1",
  "homo_lumo_gap_ha": 0.3545,
  "e_homo_ev": -8.61
}


{
  "formula": "C5H7NO",
  "method": "ωB97M-V with the def2-TZVPD basis set",
  "symbols": ["C", "C", "C", "N", "C", "C", "O", "H", "H", "H", "H", "H", "H", "H"],
  "xyz": [[0.00, -0.46, -0.36], [-1.29, -0.29, -0.20], [-2.52, 0.43, -0.49], [-2.48, -0.95, 0.06], [1.26, -0.49, -0.05], [2.69, -0.48, -0.23], [1.98, -0.27, 1.05], [-2.77, 0.57, -1.55], [-2.93, 1.18, 0.19], [-2.65, -1.71, -0.59], [3.13, 0.44, -0.65], [3.28, -1.39, -0.23], [1.42, 1.46, 1.57], [0.89, 1.97, 1.48]],
  "lowdin_charge": [0.096, -0.287, -0.085, 0.060, -0.354, -0.017, -0.065, 0.105, 0.101, 0.109, 0.117, 0.110, 0.048, 0.061],
  "lumo_ha": 0.033,
  "smiles": "C(=C1CN1)=C1CO1.[H][H]",
  "homo_lumo_gap_ha": 0.3562,
  "e_homo_ev": -8.80
}


{
  "formula": "C5H7NO",
  "method": "ωB97M-V with the def2-TZVPD basis set",
  "symbols": ["C", "C", "C", "C", "N", "C", "O", "H", "H", "H", "H", "H", "H", "H"],
  "xyz": [[-1.88, 0.35, 0.17], [-0.43, 0.27, -0.27], [0.65, 0.89, 0.58], [1.79, 0.23, 0.39], [1.56, -0.88, -0.46], [0.19, -1.11, -0.55], [-0.34, -2.16, -0.81], [-2.18, 1.41, 0.20], [-2.05, -0.08, 1.15], [-2.52, -0.17, -0.55], [-0.36, 0.75, -1.26], [0.52, 1.75, 1.22], [2.79, 0.42, 0.77], [2.22, -1.63, -0.54]],
  "lowdin_charge": [-0.054, -0.285, -0.062, -0.109, 0.080, -0.432, 0.092, 0.080, 0.083, 0.082, 0.162, 0.101, 0.117, 0.142],
  "lumo_ha": 0.035,
  "smiles": "C[C@H]1C=CNC1=O",
  "homo_lumo_gap_ha": 0.3537,
  "e_homo_ev": -8.69
}


Q: Number 3 is which compound?
A: C5H7NO